1.
One molecule with the formula C4H12N2O. Source: the OMol25 dataset; level of theory: ωB97M-V/def2-TZVPD.

Values from the calculation:
Orbital gap (eV): 9.65
HOMO level (eV): -8.8452
Energy above the lowest of the compared OMol25 structures with the same formula, charge and spin (eV): 1.456
Calculated total energy (a.u.): -344.33150
Structure (SMILES): CN[C@](C)(O)CN
LUMO energy (eV): 0.804

Each line ends with the Mulliken charge.
Geometry (Å):
C  1.646  1.544  -0.800  -0.91
N  0.417  0.798  -1.002  -0.37
C  0.043  -0.265  0.047  1.18
C  0.185  0.250  1.467  -1.93
O  0.796  -1.445  -0.074  -0.60
C  -1.388  -0.416  -0.432  -0.79
N  -2.088  -1.534  0.394  -0.69
H  2.516  0.892  -0.645  0.31
H  1.531  2.195  0.066  0.26
H  1.828  2.178  -1.669  0.35
H  0.410  0.398  -1.936  0.26
H  1.239  0.321  1.723  0.42
H  -0.294  -0.441  2.156  0.46
H  -0.275  1.230  1.553  0.36
H  0.623  -1.852  -0.931  0.37
H  -1.972  0.485  -0.269  0.39
H  -1.442  -0.784  -1.460  0.40
H  -1.480  -2.346  0.478  0.28
H  -2.293  -1.208  1.333  0.26



2.
C2H4CsO as an isolated structure. Source: the OMol25 dataset; level of theory: ωB97M-V/def2-TZVPD.

Values from the calculation:
Orbital gap (alpha / beta) (eV): 5.09 / 5.35
HOMO level (alpha / beta) (eV): -5.9511 / -6.2404
Energy above the lowest of the compared OMol25 structures with the same formula, charge and spin (eV): 0.000
Calculated total energy (a.u.): -173.84374
LUMO energy (alpha / beta) (eV): -0.863 / -0.889
2S+1: 2

Each line ends with the Mulliken spin population.
Geometry (Å):
O  -0.340  1.111  0.821  0.03
C  0.384  -0.035  0.618  -0.05
H  0.609  -0.598  1.566  0.07
C  -0.215  -1.012  -0.344  0.88
H  -1.288  -1.230  -0.273  0.02
H  0.379  -1.614  -1.039  0.01
Cs  -0.923  3.276  -1.447  0.02
H  1.394  0.102  0.097  0.03



3.
An isolated ion of composition O4S4 and charge -2. Source: the OMol25 dataset; level of theory: ωB97M-V/def2-TZVPD.

Values from the calculation:
Orbital gap (eV): 5.52
HOMO level (eV): 0.4404
Energy above the lowest of the compared OMol25 structures with the same formula, charge and spin (eV): 1.077
Calculated total energy (a.u.): -1893.71305
LUMO energy (eV): 5.956
Net charge: -2

Each line ends with the Mulliken charge.
Geometry (Å):
O  -0.561  0.438  -0.297  -0.34
O  -2.651  -0.163  0.836  -0.57
O  0.897  2.459  0.410  -0.56
O  -1.955  -1.582  -1.066  -0.61
S  1.983  -0.215  0.754  -0.21
S  3.009  -1.174  -0.646  -0.71
S  0.833  1.174  -0.252  0.46
S  -1.554  -0.937  0.261  0.56



4.
A 2-piece molecular cluster, C3H5NO overall. Source: the OMol25 dataset; level of theory: ωB97M-V/def2-TZVPD.

Values from the calculation:
Orbital gap (eV): 10.80
HOMO level (eV): -9.7659
Energy above the lowest of the compared OMol25 structures with the same formula, charge and spin (eV): 1.740
Calculated total energy (a.u.): -247.24328
LUMO energy (eV): 1.035

Each line ends with the Mulliken charge.
Geometry (Å):
C  2.453  0.073  0.448  0.17
C  0.076  1.117  -0.383  -0.49
C  -1.228  -0.717  0.288  -0.59
N  -0.484  0.484  0.567  -0.37
O  2.702  -0.767  -0.288  -0.17
H  0.586  2.044  -0.072  0.37
H  0.093  0.853  -1.392  0.36
H  -2.254  -0.654  0.853  0.22
H  -1.367  -0.844  -0.795  0.29
H  -0.577  -1.591  0.775  0.21



5.
A 16-piece molecular cluster, C8H28B2O30 overall. Source: the OMol25 dataset; level of theory: ωB97M-V/def2-TZVPD.

Values from the calculation:
Orbital gap (eV): 9.05
HOMO level (eV): -5.6123
Energy above the lowest of the compared OMol25 structures with the same formula, charge and spin (eV): 0.255
Calculated total energy (a.u.): -2629.24811
LUMO energy (eV): 3.435
Net charge: -2

Each line ends with the Mulliken charge.
Geometry (Å):
O  -2.187  0.116  -2.914  -0.75
C  -1.341  -0.298  -2.182  0.31
O  -0.965  0.217  -1.027  0.48
B  0.136  -0.540  -0.458  1.55
O  0.350  -1.669  -1.392  -0.26
C  -0.501  -1.584  -2.395  0.23
O  -0.617  -2.374  -3.289  -0.75
O  -0.214  -1.008  0.908  -0.53
C  0.567  -0.437  1.793  0.51
O  0.477  -0.551  2.988  -0.74
C  1.636  0.368  1.025  0.52
O  1.385  0.220  -0.262  -0.60
O  2.576  0.926  1.516  -0.60
O  -3.916  0.147  0.323  -0.64
C  -3.290  0.898  1.006  0.75
O  -2.646  1.990  0.633  -0.15
B  -1.903  2.561  1.767  0.69
O  -2.422  1.855  2.944  -0.62
C  -3.145  0.814  2.572  0.28
O  -3.590  -0.030  3.297  -0.73
O  -0.437  2.424  1.614  0.74
C  0.142  3.623  1.641  0.48
O  1.313  3.842  1.563  -0.64
C  -0.987  4.661  1.841  0.18
O  -2.134  4.017  1.846  -0.60
O  -0.816  5.838  1.992  -0.64
O  1.092  2.981  -1.733  -0.70
H  1.670  2.485  -2.321  0.33
H  1.240  2.592  -0.862  0.18
O  0.885  -4.664  -1.101  -0.66
H  -0.056  -4.470  -1.032  0.33
H  1.290  -3.808  -1.279  0.29
O  1.514  -0.251  5.980  -0.67
H  0.904  -0.955  5.741  0.31
H  1.240  0.500  5.439  0.34
O  -0.061  -3.453  -5.909  -0.67
H  -0.138  -3.069  -5.024  0.45
H  0.878  -3.404  -6.107  0.30
O  -4.806  -0.687  -4.014  -0.68
H  -5.363  -0.100  -3.492  0.31
H  -3.971  -0.696  -3.526  0.38
O  -1.766  3.125  -2.069  -0.71
H  -2.058  2.408  -1.491  0.13
H  -0.800  3.023  -2.105  0.45
O  2.282  2.209  4.198  -0.71
H  2.655  2.998  3.792  0.30
H  2.125  1.626  3.443  0.26
O  -1.993  -5.056  -2.740  -0.61
H  -1.426  -4.379  -3.130  0.33
H  -1.832  -5.839  -3.274  0.30
O  2.601  -2.708  2.294  -0.56
H  1.802  -2.505  2.794  0.30
H  3.037  -3.399  2.799  0.27
O  -4.724  2.417  -2.767  -0.66
H  -3.855  2.017  -2.638  0.34
H  -4.614  3.312  -2.435  0.32
O  -1.733  -2.287  3.811  -0.73
H  -2.392  -1.579  3.781  0.42
H  -0.918  -1.827  3.562  0.36
O  3.305  -2.457  -2.942  -0.59
H  4.253  -2.574  -2.846  0.26
H  2.964  -2.430  -2.042  0.29
O  5.281  2.115  1.553  -0.65
H  5.898  1.742  0.918  0.28
H  4.548  1.483  1.560  0.41
O  4.603  0.214  -0.814  -0.61
H  5.135  -0.567  -0.989  0.27
H  3.835  -0.110  -0.333  0.25



6.
A 2-piece molecular cluster, C3H8N2S overall. Source: the OMol25 dataset; level of theory: ωB97M-V/def2-TZVPD.

Values from the calculation:
Orbital gap (eV): 8.89
HOMO level (eV): -8.1073
Energy above the lowest of the compared OMol25 structures with the same formula, charge and spin (eV): 2.489
Calculated total energy (a.u.): -626.73182
Structure (SMILES): C=CN.C=NS
LUMO energy (eV): 0.784

Each line ends with the Mulliken charge.
Geometry (Å):
C  0.956  0.607  0.688  -1.12
C  1.363  -0.447  -0.012  0.23
N  1.216  -1.757  0.389  -0.48
H  1.202  1.610  0.390  0.34
H  0.433  0.490  1.622  0.27
H  1.919  -0.326  -0.934  0.33
H  1.182  -2.455  -0.335  0.23
H  0.544  -1.903  1.131  0.23
C  -1.556  1.468  -0.043  -0.42
N  -2.276  0.563  0.458  -0.28
S  -2.620  -0.881  -0.250  -0.10
H  -1.099  1.421  -1.031  0.32
H  -1.424  2.368  0.533  0.35
H  -1.957  -0.793  -1.428  0.11



7.
C5H8O as an isolated structure. Source: the OMol25 dataset; level of theory: ωB97M-V/def2-TZVPD.

Values from the calculation:
Orbital gap (eV): 8.96
HOMO level (eV): -8.1974
Energy above the lowest of the compared OMol25 structures with the same formula, charge and spin (eV): 4.590
Calculated total energy (a.u.): -270.38923
LUMO energy (eV): 0.763

Each line ends with the Mulliken charge.
Geometry (Å):
O  0.957  -0.237  1.928  -0.52
C  0.428  -0.143  0.653  0.47
C  -0.301  -1.282  -0.005  -0.64
C  0.463  -0.701  -1.191  -0.46
C  -0.225  0.679  -1.318  -0.46
C  -0.231  1.138  0.164  -0.57
H  0.629  -1.044  2.341  0.36
H  0.032  -2.276  0.302  0.35
H  -1.390  -1.192  -0.012  0.22
H  1.374  -0.171  -0.105  0.08
H  0.306  1.362  -1.986  0.29
H  -1.236  0.527  -1.720  0.31
H  0.402  2.015  0.324  0.31
H  -1.209  1.326  0.623  0.26



8.
One molecule with the formula C3H6BrO2P. Source: the OMol25 dataset; level of theory: ωB97M-V/def2-TZVPD.

Values from the calculation:
Orbital gap (eV): 9.85
HOMO level (eV): -9.3162
Energy above the lowest of the compared OMol25 structures with the same formula, charge and spin (eV): 0.606
Calculated total energy (a.u.): -3183.73107
Structure (SMILES): COC(=O)CPBr
LUMO energy (eV): 0.533

Each line ends with the Mulliken charge.
Geometry (Å):
C  1.962  1.417  0.453  -0.60
O  1.231  0.498  -0.369  -0.30
C  0.266  -0.202  0.272  0.82
O  -0.136  0.079  1.389  -0.57
C  -0.444  -1.181  -0.546  -0.89
P  -2.379  -1.184  0.388  0.08
Br  -2.926  0.757  -0.489  -0.14
H  1.571  2.369  -0.006  0.22
H  2.920  1.082  0.211  0.25
H  1.684  1.176  1.465  0.31
H  -0.563  -0.737  -1.548  0.34
H  0.013  -2.163  -0.627  0.38
H  -3.199  -1.911  -0.594  0.09



- Which formula does entry 8 have?
  C3H6BrO2P



- Among the records above, which one has the lowest energy above the lowest of the compared OMol25 structures with the same formula, charge and spin?
  C2H4CsO